Entry 1:
ORCA calculation (ωB97M-V/def2-TZVPD) on a 2-piece molecular cluster, C4H8NO3 overall at a distorted geometry.

Structure (XYZ):
```
16
Properties=species:S:1:pos:R:3:nbo_charge:R:1
C 1.54438 0.56745 -0.65167 -0.737
C 0.79764 0.97301 -1.86474 0.683
O 1.07822 1.77579 -2.74746 -0.662
N -0.50888 0.44953 -1.95266 -0.872
H -1.16070 0.97885 -2.48861 0.374
H -0.82711 -0.33877 -1.37375 0.447
H 2.61462 0.63357 -0.82618 0.216
H 1.45884 -0.49600 -0.41949 0.277
H 1.02549 1.12753 0.13013 0.248
C -1.18408 -0.24860 2.08234 -0.780
C -0.45131 -1.56559 1.37406 0.810
O -0.61378 -1.46593 0.12881 -0.846
O 0.23873 -2.32289 2.04840 -0.749
H -1.80930 -0.61074 2.90286 0.189
H -1.75446 0.07965 1.22227 0.210
H -0.44828 0.46311 2.43567 0.193
```

As for the charge: -1. The value obtained for the HOMO energy is -4.40 eV.

=====

Entry 2:
ORCA calculation (ωB97M-V/def2-TZVPD) on a 3-piece molecular cluster, C4H10NOS2 overall at a distorted geometry.

Structure (XYZ):
```
18
Properties=species:S:1:pos:R:3:nbo_charge:R:1
C -0.14313 -1.80233 -0.72367 -0.612
C -0.67119 -0.38965 -0.99835 -0.396
C 0.28870 0.68965 -1.51304 -0.369
C 1.09779 1.45978 -0.62978 -0.251
N 0.62619 0.92315 1.66689 -0.322
O 1.34117 -0.20423 1.89050 -0.465
S -0.00583 2.44333 -1.54134 0.136
S -2.16563 0.19082 2.59103 -0.963
H -0.97335 -2.40376 -0.44351 0.222
H 0.75985 -1.72325 -0.03229 0.234
H 0.36667 -2.15534 -1.67270 0.171
H -1.19108 0.02718 -0.15874 0.251
H -1.48357 -0.64139 -1.83372 0.171
H 0.76289 0.16906 -2.33479 0.194
H 2.14017 1.60197 -0.72744 0.188
H 0.99847 1.73073 2.15960 0.321
H -0.34346 0.91465 1.94732 0.395
H -1.40466 -0.83038 2.35404 0.095
```

As for the charge: -1. The value obtained for the HOMO energy (alpha / beta) is -3.25 / -3.24 eV.

=====

Entry 3:
ORCA calculation (ωB97M-V/def2-TZVPD) on C9H30BeN14O13 as an isolated structure at a distorted geometry.

Structure (XYZ):
```
67
Properties=species:S:1:pos:R:3:nbo_charge:R:1
Be 0.70847 -1.87854 3.42957 1.506
O -1.49289 -0.23836 0.05802 -0.721
C -0.19720 -0.19453 0.15996 0.963
O 0.27074 -0.40347 1.25295 -0.818
O 0.46496 0.23905 -0.82225 -0.803
H -1.66163 -0.73636 0.86121 0.526
O -3.53684 -3.38375 1.74491 -0.711
C -2.76639 -2.99087 2.79413 0.928
O -3.23968 -2.72405 3.91640 -0.670
O -1.62890 -2.73889 2.42671 -0.704
H -4.30055 -3.24409 2.30957 0.515
C 2.52103 -2.57369 -1.84387 0.747
O 3.15702 -3.64727 -2.11637 -0.715
N 1.35539 -2.30028 -2.26281 -0.808
N 2.81815 -1.66475 -0.97359 -0.843
H 1.00259 -1.43763 -1.87363 0.382
H 0.71175 -2.97647 -2.64830 0.424
H 3.63301 -1.77683 -0.38748 0.388
H 2.14566 -0.92605 -0.82468 0.397
C -2.23205 -3.53789 -1.48448 0.751
O -2.22093 -3.27140 -2.68988 -0.681
N -1.51099 -2.97535 -0.53878 -0.861
N -3.05531 -4.34552 -0.91300 -0.833
H -1.46451 -3.32797 0.40653 0.407
H -1.30197 -2.01903 -0.78746 0.392
H -3.64361 -4.86836 -1.54595 0.398
H -3.26624 -4.16866 0.05876 0.410
C 3.82718 -0.44286 2.20458 0.803
O 2.88855 -1.13379 2.68563 -0.831
N 3.62007 0.55099 1.38793 -0.801
N 5.09849 -0.65627 2.47242 -0.794
H 2.66535 0.74843 1.12405 0.431
H 4.20246 1.35975 1.22416 0.421
H 5.20083 -1.41964 3.12580 0.406
H 5.76808 0.09620 2.54685 0.414
C -3.54603 1.15329 2.17868 0.745
O -3.05068 0.23170 2.80838 -0.723
N -4.83801 1.28885 2.14253 -0.814
N -2.75788 1.94437 1.50918 -0.820
H -5.46525 0.69069 2.66106 0.420
H -5.26600 2.12915 1.78083 0.383
H -1.84004 1.53219 1.42095 0.417
H -3.21009 2.58089 0.86852 0.393
C 2.92019 1.59040 -3.22468 0.741
O 3.60874 1.72900 -4.30632 -0.711
N 3.39429 1.18055 -2.11645 -0.799
N 1.67105 1.84988 -3.13381 -0.811
H 2.79290 1.08246 -1.31096 0.380
H 4.39072 1.02043 -2.07649 0.408
H 1.27798 1.79192 -2.20525 0.381
H 1.08648 1.64821 -3.93237 0.404
C 2.27583 3.88631 0.91273 0.731
O 3.01584 4.30970 0.07980 -0.655
N 1.23615 3.08998 0.64705 -0.855
N 2.40789 4.22782 2.12722 -0.826
H 0.88990 2.98312 -0.29571 0.424
H 0.69397 2.77830 1.44015 0.376
H 1.60088 4.10344 2.72165 0.387
H 3.25024 4.75437 2.30970 0.422
C -2.90208 1.65251 -2.56805 0.742
O -3.47187 2.47031 -3.22973 -0.681
N -1.65905 1.23958 -2.71266 -0.841
N -3.44064 1.29861 -1.48847 -0.822
H -1.16131 1.61928 -3.50523 0.400
H -1.25680 0.57847 -2.06363 0.411
H -4.12951 1.92545 -1.09778 0.382
H -3.05790 0.64696 -0.81843 0.394
```

As for the charge: 0. The value obtained for the HOMO energy is -8.75 eV.

=====

Entry 4:
ORCA calculation (ωB97M-V/def2-TZVPD) on an isolated ion of composition C5H12IN2 and charge +1 at a distorted geometry.

Structure (XYZ):
```
20
Properties=species:S:1:pos:R:3:nbo_charge:R:1
C -1.32618 0.17315 0.46438 0.615
C 0.11128 -1.25093 -1.08019 -0.650
C 0.59971 1.26224 -0.53844 -0.581
C 0.84018 -0.63832 1.22085 -0.615
C 0.09946 -0.17473 0.00815 -0.115
N -1.66055 0.90104 1.51194 -0.741
N -2.34851 -0.16354 -0.54568 -0.784
I -4.41039 -0.07936 -0.00646 0.439
H 1.08520 -1.86255 -1.35570 0.285
H -0.30030 -0.81380 -1.95240 0.221
H -0.54859 -2.07230 -0.69414 0.223
H 1.09432 1.00105 -1.39432 0.233
H 1.04423 1.80627 0.25621 0.228
H -0.27248 1.93557 -0.80637 0.224
H 1.94255 -0.66115 0.86653 0.247
H 0.70998 -0.04650 2.15281 0.216
H 0.56347 -1.70433 1.36090 0.230
H -0.99090 1.26131 2.18850 0.445
H -2.69373 1.03145 1.65491 0.435
H -1.87826 -0.89738 -1.15312 0.443
```

As for the SMILES: CC(C)(C)/C(N)=[NH+]/I. As for the charge: +1. The value obtained for the HOMO energy is -13.78 eV.

=====

Entry 5:
ORCA calculation (ωB97M-V/def2-TZVPD) on a single C5H8O molecule at a distorted geometry.

Structure (XYZ):
```
14
Properties=species:S:1:pos:R:3:nbo_charge:R:1
C -1.49940 -0.77291 -0.30750 -0.642
C -0.39759 -0.03684 0.40936 -0.042
C 0.17983 1.23773 -0.16173 -0.543
C 1.39014 0.53480 -0.80640 0.450
O 2.17702 -0.14928 -0.19747 -0.511
C 0.41127 -0.58340 1.32643 -0.347
H -1.58462 -0.54592 -1.37877 0.205
H -2.46528 -0.51084 0.14465 0.225
H -1.37593 -1.85550 -0.19904 0.222
H -0.41484 1.78389 -0.90609 0.219
H 0.50545 1.94929 0.61240 0.249
H 1.45274 0.56513 -1.89895 0.120
H 1.08254 0.03744 1.91370 0.198
H 0.53868 -1.65357 1.44939 0.199
```

As for the SMILES: C=C(C)CC=O. As for the charge: 0. The value obtained for the HOMO energy is -8.67 eV.

=====

Entry 6:
ORCA calculation (ωB97M-V/def2-TZVPD) on a 2-piece molecular cluster, C5H10N2O overall at a distorted geometry.

Structure (XYZ):
```
18
Properties=species:S:1:pos:R:3:nbo_charge:R:1
C -1.50384 -1.10006 0.11266 -0.069
C -1.86118 0.08594 -0.52645 -0.074
C -0.03145 1.35353 0.28714 0.347
C -0.25048 -0.99349 0.95689 -0.331
C 1.67341 -0.24308 -1.37558 -0.074
N -1.24972 1.22774 -0.16604 -0.438
N 0.57241 0.19647 0.61399 -0.035
O 1.77479 0.22038 1.17671 -0.513
H -1.81809 -2.06430 -0.22015 0.284
H -2.84287 0.28212 -1.02612 0.293
H 0.45780 2.26724 0.55582 0.290
H -0.46286 -0.94806 2.04535 0.267
H 0.24157 -2.01723 0.90169 0.299
H 0.80470 -0.01016 -2.13402 0.240
H 2.51623 0.39571 -1.23341 0.244
H 1.83388 -1.34077 -1.52514 0.254
H -1.65001 2.12593 -0.59439 0.489
H 1.79574 0.56209 2.15105 0.526
```

As for the charge: +2. The value obtained for the HOMO energy (alpha / beta) is -18.32 / -18.32 eV.

=====

| no. | calculated total energy (a.u.) |
| --- | --- |
| 1 | -437.7711 |
| 2 | -1084.6163 |
| 3 | -2120.3594 |
| 4 | -604.6189 |
| 5 | -270.4769 |
| 6 | -380.3762 |